20
Properties=species:S:1:pos:R:3:mulliken_charge:R:1 method="wB97M-V/def2-TZVPD" spin_multiplicity=1 orbital_gap_ev=9.8 largest_force_ev_per_a=3.93 smiles="CCC1(O)C=CC(=O)C=C1" e_tot_ev=-12551.2480
C 2.5270 -0.6318 -0.5144 -1.1529
C 1.2773 0.1837 -0.7664 -0.7625
C 0.2500 0.2738 0.3022 1.6915
O 0.9297 0.7368 1.5213 -0.5970
C -0.7039 1.4398 -0.0946 -1.0017
C -2.0140 1.2263 -0.1785 -0.2686
C -2.6098 -0.1002 -0.0119 0.3725
O -3.7649 -0.3580 -0.3002 -0.5755
C -1.7321 -1.1953 0.4533 -0.0949
C -0.4405 -1.1108 0.4636 -1.1899
H 3.3806 -0.1971 -1.2224 0.2937
H 2.4740 -1.6939 -0.7341 0.3025
H 2.6814 -0.4916 0.5247 0.3289
H 0.8183 -0.3378 -1.6799 0.3039
H 1.5512 1.1667 -1.1406 0.4789
H 0.3014 0.7013 2.3175 0.3668
H -0.1550 2.3551 -0.2298 0.3878
H -2.7780 2.0222 -0.4163 0.3464
H -2.1795 -2.1494 0.7960 0.3497
H 0.1868 -1.8399 0.9105 0.4206